{
  "formula": "C40H110AsF6N10O10",
  "method": "ωB97M-V/def2-TZVPD",
  "species": ["As", "F", "F", "F", "F", "F", "F", "C", "C", "C", "O", "C", "N", "H", "H", "H", "H", "H", "H", "H", "H", "H", "H", "H", "C", "C", "C", "O", "C", "N", "H", "H", "H", "H", "H", "H", "H", "H", "H", "H", "H", "C", "C", "C", "O", "C", "N", "H", "H", "H", "H", "H", "H", "H", "H", "H", "H", "H", "C", "C", "C", "O", "C", "N", "H", "H", "H", "H", "H", "H", "H", "H", "H", "H", "H", "C", "C", "C", "O", "C", "N", "H", "H", "H", "H", "H", "H", "H", "H", "H", "H", "H", "C", "C", "C", "O", "C", "N", "H", "H", "H", "H", "H", "H", "H", "H", "H", "H", "H", "C", "C", "C", "O", "C", "N", "H", "H", "H", "H", "H", "H", "H", "H", "H", "H", "H", "C", "C", "C", "O", "C", "N", "H", "H", "H", "H", "H", "H", "H", "H", "H", "H", "H", "C", "C", "C", "O", "C", "N", "H", "H", "H", "H", "H", "H", "H", "H", "H", "H", "H", "C", "C", "C", "O", "C", "N", "H", "H", "H", "H", "H", "H", "H", "H", "H", "H", "H"],
  "positions_angstrom": [[23.651, 4.292, -7.971], [24.652, 4.253, -9.433], [24.596, 5.692, -7.528], [22.642, 4.508, -6.559], [22.808, 2.821, -8.410], [24.849, 3.339, -7.090], [22.512, 5.262, -8.872], [26.290, 1.510, -0.400], [25.730, 1.914, -1.732], [26.166, 3.298, -2.216], [25.386, 3.563, -3.382], [25.974, 4.546, -4.233], [25.987, 0.887, -2.767], [25.734, 0.661, 0.004], [26.275, 2.275, 0.378], [27.316, 1.153, -0.537], [24.642, 1.961, -1.602], [27.218, 3.309, -2.526], [25.957, 4.076, -1.474], [25.257, 4.674, -5.042], [26.970, 4.266, -4.582], [26.044, 5.526, -3.748], [27.000, 0.827, -2.895], [25.744, 1.424, -3.607], [17.999, 3.604, -2.101], [18.935, 4.724, -2.556], [20.350, 4.224, -2.770], [21.189, 5.351, -3.056], [22.525, 5.030, -3.258], [18.451, 5.377, -3.758], [18.303, 3.177, -1.147], [18.120, 2.821, -2.859], [16.960, 3.923, -2.131], [18.982, 5.470, -1.754], [20.410, 3.623, -3.686], [20.779, 3.740, -1.886], [23.147, 5.915, -3.403], [22.704, 4.408, -4.144], [22.956, 4.454, -2.427], [19.101, 6.116, -4.008], [18.586, 4.705, -4.512], [19.648, 6.864, -7.047], [18.908, 5.576, -7.420], [18.932, 5.324, -8.908], [18.397, 6.360, -9.709], [17.001, 6.441, -9.630], [19.607, 4.507, -6.661], [19.565, 7.196, -6.012], [19.258, 7.703, -7.640], [20.716, 6.791, -7.266], [17.879, 5.606, -7.048], [18.406, 4.375, -9.075], [19.974, 5.150, -9.192], [16.734, 7.390, -10.111], [16.607, 6.639, -8.627], [16.458, 5.652, -10.156], [20.403, 4.284, -7.259], [20.134, 4.859, -5.869], [23.929, 6.537, -12.943], [22.937, 7.063, -11.928], [23.190, 8.529, -11.582], [24.492, 8.817, -11.092], [24.709, 8.327, -9.796], [21.577, 6.959, -12.485], [23.751, 7.060, -13.884], [23.927, 5.458, -13.106], [24.966, 6.655, -12.612], [22.911, 6.427, -11.036], [22.411, 8.939, -10.930], [23.170, 9.123, -12.500], [25.762, 8.494, -9.564], [24.480, 7.267, -9.655], [24.095, 8.840, -9.043], [21.437, 6.015, -12.830], [20.901, 7.095, -11.740], [20.440, 3.038, -11.730], [21.689, 2.325, -12.231], [21.560, 1.423, -13.426], [20.560, 0.431, -13.200], [20.199, -0.266, -14.356], [22.684, 3.357, -12.466], [19.644, 2.427, -11.303], [19.931, 3.516, -12.579], [20.711, 3.833, -11.037], [21.966, 1.679, -11.382], [22.468, 0.816, -13.528], [21.390, 2.033, -14.321], [19.429, -0.985, -14.087], [21.066, -0.643, -14.912], [19.739, 0.413, -15.093], [22.870, 3.919, -11.641], [23.594, 2.932, -12.646], [27.772, 0.711, -9.674], [26.482, 1.282, -9.174], [25.324, 0.889, -10.147], [24.761, -0.360, -9.748], [23.620, -0.704, -10.504], [26.207, 0.920, -7.783], [28.517, 0.988, -8.920], [28.039, 0.982, -10.695], [27.779, -0.385, -9.686], [26.491, 2.377, -9.258], [25.737, 0.753, -11.152], [24.450, 1.544, -10.244], [23.650, -1.797, -10.519], [23.660, -0.369, -11.546], [22.706, -0.337, -10.025], [25.682, 1.721, -7.422], [27.075, 0.878, -7.262], [21.888, 1.199, -5.215], [23.184, 0.564, -5.726], [23.562, -0.605, -4.832], [24.760, -1.190, -5.273], [25.192, -2.214, -4.430], [22.967, 0.226, -7.159], [21.937, 1.506, -4.157], [21.024, 0.531, -5.242], [21.633, 2.118, -5.746], [24.018, 1.268, -5.698], [22.756, -1.351, -4.773], [23.631, -0.287, -3.780], [25.329, -1.828, -3.408], [26.197, -2.549, -4.692], [24.467, -3.037, -4.418], [22.016, -0.132, -7.201], [22.925, 1.164, -7.563], [28.010, 0.122, -14.623], [26.913, 0.690, -13.713], [26.222, 1.953, -14.281], [25.589, 2.671, -13.259], [26.257, 3.514, -12.366], [25.925, -0.358, -13.401], [28.418, -0.764, -14.141], [28.761, 0.883, -14.850], [27.613, -0.178, -15.598], [27.393, 0.911, -12.760], [25.429, 1.702, -14.985], [26.959, 2.599, -14.774], [25.528, 4.015, -11.736], [26.772, 4.317, -12.919], [27.055, 3.025, -11.797], [26.235, -0.969, -12.662], [25.616, -0.840, -14.232], [19.157, -3.333, -7.369], [20.193, -2.247, -7.735], [19.554, -0.897, -7.823], [20.400, 0.141, -8.247], [19.718, 1.324, -8.624], [21.189, -2.190, -6.634], [18.760, -3.388, -6.355], [19.631, -4.300, -7.552], [18.300, -3.275, -8.048], [20.716, -2.596, -8.623], [18.813, -0.765, -7.023], [18.830, -1.045, -8.653], [20.444, 2.135, -8.548], [19.050, 1.685, -7.832], [19.253, 1.216, -9.602], [22.017, -2.675, -6.984], [21.034, -2.794, -5.829], [23.662, 8.472, -5.722], [24.864, 8.698, -4.834], [26.095, 8.105, -5.508], [27.153, 8.118, -4.543], [28.478, 7.909, -5.004], [25.040, 10.171, -4.763], [22.769, 8.875, -5.238], [23.366, 7.424, -5.831], [23.842, 8.903, -6.708], [24.600, 8.297, -3.856], [26.337, 8.556, -6.475], [25.951, 7.032, -5.691], [28.749, 8.863, -5.475], [28.678, 7.014, -5.589], [29.096, 7.969, -4.105], [25.874, 10.324, -4.198], [25.321, 10.452, -5.699]],
  "homo_ha": -0.1988,
  "largest_force_ev_per_a": 3.61,
  "de_lowest_kj_mol": 316.6,
  "gap_ev": 7.760,
  "charge": -1
}